Record 1
Molecular formula: C7H15NO
Method: DFT, ωB97M-V/def2-TZVPD

Each line ends with the natural charge from an NBO analysis.
Element x y z (Å)
C (-0.12, 0.43, -0.97)  -0.23
C (0.49, 1.72, 2.15)  -0.40
H (-2.22, 0.05, -1.39)  0.20
C (0.06, -0.67, 0.05)  -0.14
H (0.48, 1.28, -0.63)  0.22
H (-1.68, 1.66, -1.84)  0.21
H (1.08, 2.60, 2.37)  0.20
H (0.77, -2.34, 1.70)  0.48
H (0.02, 1.36, 3.07)  0.18
C (-0.54, -2.02, -0.25)  -0.66
H (0.50, 0.84, -3.00)  0.21
H (-0.21, -0.76, -2.79)  0.20
C (0.43, -0.01, -2.33)  -0.60
H (-0.29, 1.99, 1.44)  0.20
H (1.43, -0.43, -2.20)  0.21
C (0.79, -0.48, 1.15)  0.46
N (1.38, 0.73, 1.53)  -0.64
H (0.23, -2.74, -0.57)  0.21
C (-1.58, 0.88, -1.10)  -0.60
O (1.10, -1.50, 2.04)  -0.70
H (-1.95, 1.26, -0.16)  0.21
H (-1.27, -1.96, -1.05)  0.22
H (-1.05, -2.42, 0.63)  0.21
H (2.15, 0.53, 2.15)  0.38

The calculation puts the molecular weight at 129.2 g mol⁻¹. As for the electronic energy: -405.69266 Eh. The frontier orbital gap is 8.6 eV. For the energy above the lowest of the compared OMol25 structures with the same formula, charge and spin, the calculation gives 117.2 kJ/mol. As for the SMILES: CN/C(O)=C(/C)C(C)C. Its total charge is 0. Its multiplicity is 1.

Record 2
Molecular formula: C20H22Cl2NO
Method: DFT, ωB97M-V/def2-TZVPD

Each line ends with the natural charge from an NBO analysis.
Element x y z (Å)
H (-0.29, 1.66, -0.01)  0.23
C (2.21, 2.60, -3.08)  -0.23
C (1.16, 0.03, -2.69)  -0.07
C (-3.93, -3.52, -0.75)  -0.24
C (1.45, 2.32, -1.95)  -0.12
H (3.25, 2.00, 3.12)  0.17
H (1.68, 2.33, 0.57)  0.18
O (3.86, 0.77, 1.51)  -0.51
C (-0.12, 0.83, -0.70)  0.09
H (-0.77, -0.18, 2.09)  0.20
H (1.27, 3.12, -1.22)  0.23
H (1.14, 2.63, 2.24)  0.21
H (-3.83, -4.38, -1.39)  0.25
H (3.71, 2.78, 1.55)  0.21
H (-2.43, 0.61, 0.65)  0.22
C (-1.05, -0.20, -0.76)  -0.33
H (2.66, 3.57, -3.22)  0.25
C (-2.18, -0.26, 0.04)  0.03
H (2.05, -0.46, -4.59)  0.25
C (1.88, 0.31, -3.85)  -0.25
C (1.85, -0.60, 1.52)  -0.24
Cl (-6.21, -4.66, 0.13)  0.09
C (-5.18, -2.32, 0.97)  -0.24
H (-0.91, -0.98, -1.51)  0.22
H (-4.33, -0.44, 1.61)  0.23
H (1.83, -0.93, 0.46)  0.19
C (3.29, -0.45, 1.97)  -0.08
C (2.37, 1.60, -4.06)  0.01
H (-2.11, -2.59, -1.42)  0.22
H (-0.54, 1.52, 2.60)  0.20
C (1.73, 1.95, 1.60)  -0.24
H (1.33, -1.36, 2.12)  0.21
N (1.08, 0.64, 1.62)  -0.42
C (0.84, 1.05, -1.76)  -0.19
C (-0.06, 0.54, 2.51)  -0.41
H (0.25, 0.19, 3.52)  0.20
H (0.81, -0.99, -2.51)  0.21
C (-5.03, -3.42, 0.11)  0.02
C (-2.97, -2.50, -0.76)  -0.12
C (-4.23, -1.30, 0.94)  -0.12
C (-3.11, -1.35, 0.06)  -0.16
Cl (3.18, 1.97, -5.52)  0.09
C (3.19, 1.93, 2.02)  -0.08
H (3.90, -1.24, 1.50)  0.21
H (-6.03, -2.26, 1.64)  0.25
H (3.34, -0.54, 3.08)  0.17

The calculation puts the molecular weight at 363.3 g mol⁻¹. As for the electronic energy: -1825.38432 Eh. The frontier orbital gap is 5.9 eV. For the energy above the lowest of the compared OMol25 structures with the same formula, charge and spin, the calculation gives 62.4 kJ/mol. Its total charge is +1. Its multiplicity is 1.

Record 3
Molecular formula: C33H53N2NiO2P2S
Method: DFT, ωB97M-V/def2-TZVPD

Each line ends with the Löwdin spin population.
Element x y z (Å)
O (-0.96, 1.36, 2.96)  0.00
H (0.64, -5.14, 3.20)  0.00
H (3.62, 0.95, 1.18)  0.00
H (-3.37, -3.34, -0.77)  0.00
H (2.98, 3.94, -1.50)  0.00
H (4.87, 2.20, 0.90)  0.00
C (-0.82, 0.49, 5.46)  0.00
H (-1.42, 2.31, 1.17)  0.00
H (-0.13, -5.43, 1.66)  0.00
H (2.39, -2.96, 0.68)  0.00
H (-3.58, 1.33, 5.34)  0.00
O (1.50, 0.52, 2.82)  -0.01
H (-1.98, 2.12, -0.50)  0.00
C (0.11, 4.59, 0.60)  0.00
H (-1.66, -3.43, -2.62)  0.00
H (-0.71, -1.99, -2.21)  0.00
C (-1.23, -3.30, -0.50)  0.00
C (-0.20, 3.40, -0.31)  0.01
H (-0.94, 1.40, -5.83)  0.00
C (2.22, -1.90, -1.18)  0.00
H (0.06, -3.60, -2.24)  0.00
H (2.30, 2.66, 2.55)  0.00
C (3.36, 4.02, -0.48)  0.01
N (1.80, -0.63, -1.17)  0.13
C (-3.08, 1.04, -5.91)  0.00
H (-2.76, -1.73, -0.38)  0.00
H (-3.17, 1.30, -6.96)  0.00
H (-2.08, -3.83, 2.31)  0.00
H (-1.29, -3.70, 3.89)  0.00
C (-0.86, -3.06, -1.97)  0.00
Ni (0.16, -0.02, 0.14)  0.89
H (0.76, -1.57, 3.43)  0.00
P (0.01, -2.36, 0.61)  0.02
H (-1.72, -5.10, 0.66)  0.00
C (3.50, -1.52, -3.20)  -0.01
H (-0.74, 0.67, -3.46)  0.00
C (-0.40, 3.82, -1.77)  0.01
H (-5.21, 0.70, -5.66)  0.00
H (-2.01, -5.21, -1.06)  0.00
H (0.21, 4.25, 1.64)  0.00
C (-2.89, 0.42, -3.22)  0.00
C (3.05, -0.21, -3.21)  0.13
H (-1.69, -2.22, 2.99)  0.00
H (2.32, 2.35, -2.67)  0.02
H (-1.15, 1.32, 6.10)  0.00
C (0.06, -3.30, 2.27)  0.01
C (-1.73, 0.74, -3.94)  0.00
C (-2.63, 0.06, -1.87)  0.00
C (-4.23, 0.71, -5.18)  0.00
H (3.76, 3.62, 2.24)  0.00
H (-0.62, 2.94, -2.39)  0.00
S (-1.81, 0.54, 3.95)  0.00
H (1.55, -4.83, 1.70)  0.00
H (1.03, -3.15, 4.18)  0.00
H (-2.57, 2.67, 4.67)  0.00
C (-1.30, -4.82, -0.31)  0.00
C (-4.16, 0.39, -3.82)  0.00
C (2.89, 2.87, 0.45)  0.04
H (-0.74, 5.29, 0.58)  0.00
C (0.69, 0.48, 1.97)  0.01
H (0.48, 4.34, -2.19)  0.00
C (-1.83, 1.08, -5.29)  0.00
H (-1.26, 4.50, -1.83)  0.00
C (-2.64, -2.79, -0.16)  0.00
C (1.65, -2.88, -0.14)  0.00
H (3.28, 0.46, -4.03)  0.01
H (0.23, 0.60, 5.18)  0.00
C (-1.34, -3.25, 2.88)  0.00
C (2.30, 0.28, -2.09)  0.02
H (-3.77, 1.82, 3.63)  0.00
H (1.57, -3.90, -0.59)  0.00
H (4.16, 1.34, -0.48)  0.00
C (0.56, -4.76, 2.17)  0.00
H (3.50, -3.40, -2.07)  0.01
H (-5.03, 0.09, -3.24)  0.00
H (-1.01, -0.47, 5.95)  0.00
C (-1.53, 2.82, 0.20)  0.00
H (2.19, 4.34, 1.93)  0.00
H (1.00, 5.15, 0.30)  0.00
C (-3.07, 1.72, 4.46)  0.00
N (-1.91, -0.05, -0.92)  0.00
H (4.46, 4.00, -0.54)  0.00
C (1.04, -2.61, 3.22)  0.00
H (2.07, -2.62, 2.85)  0.00
P (1.29, 2.11, -0.27)  0.08
C (2.10, 1.66, -1.84)  0.46
H (3.07, 5.00, -0.09)  0.00
H (4.12, -1.91, -4.02)  0.00
H (-2.24, 3.65, 0.34)  0.00
H (-2.89, -2.91, 0.90)  0.00
C (3.94, 1.76, 0.51)  0.01
H (-0.34, -5.33, -0.47)  0.00
C (2.75, 3.40, 1.88)  0.00
C (3.14, -2.36, -2.13)  0.15

The calculation puts the molecular weight at 662.5 g mol⁻¹. As for the electronic energy: -4138.13707 Eh. The frontier orbital gap (alpha / beta) is 7.2 / 6.1 eV. For the energy above the lowest of the compared OMol25 structures with the same formula, charge and spin, the calculation gives 196.2 kJ/mol. As for the expectation value of S²: 2.06. Its total charge is +1. Its multiplicity is 3.

Record 4
Molecular formula: C46H40FNO20S
Method: DFT, ωB97M-V/def2-TZVPD

Each line ends with the Mulliken charge.
Element x y z (Å)
F (-0.76, -1.86, -0.02)  -0.34
H (-4.15, 1.85, -0.37)  0.23
C (-0.32, 3.20, -5.67)  0.33
C (1.48, -0.63, -0.02)  -0.69
S (-0.62, 1.38, -5.17)  -0.29
H (1.99, -2.47, -9.15)  0.43
H (-3.92, -5.80, 0.51)  0.34
N (-1.81, 3.88, -3.39)  -0.23
H (1.61, 5.72, -0.52)  0.15
H (-1.14, 6.71, -4.27)  0.20
C (7.70, 0.22, 4.73)  0.92
C (0.43, 0.31, -2.45)  -0.83
C (-0.32, -3.05, 4.47)  0.92
C (-4.72, -4.13, 0.89)  0.10
O (-3.09, 4.24, -0.25)  -0.38
O (3.76, -0.20, 3.73)  -0.50
C (-1.46, -5.13, 5.03)  0.42
C (-3.78, 1.51, 0.68)  0.14
C (2.14, -4.17, -7.79)  0.93
H (0.92, -0.65, -2.96)  0.22
O (2.79, 2.26, 1.83)  -0.66
H (3.94, 1.96, 3.43)  0.25
C (1.57, 2.79, 1.75)  0.30
O (-0.77, -6.23, 6.99)  -0.61
C (0.84, 5.17, -7.39)  -0.40
C (-1.32, -4.09, 4.20)  -1.17
C (0.75, -2.51, -5.92)  0.92
C (0.55, -3.21, 5.67)  0.26
C (-4.67, -2.80, 0.96)  -0.81
C (0.60, 0.51, -0.83)  0.65
H (-4.72, 2.57, 2.47)  0.36
O (-8.16, -2.03, 2.20)  -0.58
H (0.25, -0.39, -6.84)  0.25
H (3.36, 4.90, -0.88)  0.25
H (0.46, 7.43, -6.62)  0.26
C (6.88, 1.38, 4.33)  -0.78
C (0.21, 6.30, -6.35)  -0.34
C (-1.08, 2.82, -2.58)  -0.01
C (1.78, -4.66, -6.43)  0.35
C (1.13, -3.88, -5.56)  -1.01
C (1.74, -2.81, -8.16)  -0.83
O (-2.40, -6.12, 4.78)  -0.55
H (0.32, 0.84, 2.06)  -0.26
C (4.94, -0.10, 4.02)  0.94
O (1.38, 4.26, 1.75)  -0.28
H (-4.52, 0.63, 1.02)  -0.01
C (2.73, 5.58, -0.17)  -0.66
H (-4.95, 4.42, 0.85)  0.29
H (3.25, 6.64, -0.04)  0.31
H (1.02, 2.77, -7.71)  0.25
H (-8.02, -4.65, 1.96)  0.43
H (2.60, -6.31, -6.89)  0.35
O (-0.18, -2.08, 3.74)  -0.48
C (-7.13, -4.10, 1.70)  -0.84
H (1.03, -4.37, 7.37)  0.44
H (8.71, -1.84, 5.28)  0.35
O (1.51, -2.24, 5.90)  -0.58
C (-3.79, 4.21, 1.04)  -0.55
C (-3.75, 2.73, 1.79)  -0.35
H (2.12, -1.23, -0.83)  0.44
H (1.41, -1.59, 5.17)  0.29
C (0.41, -4.25, 6.50)  -0.83
H (-1.93, -3.98, 3.32)  0.66
H (-7.87, -1.09, 2.17)  0.34
O (7.82, -2.21, 5.08)  -0.58
H (-2.84, 2.70, 2.52)  0.14
O (3.65, 5.15, 2.26)  -0.50
C (1.09, -2.03, -7.29)  0.30
C (5.76, -1.26, 4.40)  -1.03
C (2.62, 4.97, 1.38)  0.58
H (7.37, 2.35, 4.32)  0.47
C (-0.09, 1.83, -0.06)  0.17
H (-1.22, 5.29, -0.55)  0.08
O (0.70, -0.74, -7.63)  -0.53
O (4.83, 2.32, 3.62)  -0.48
C (0.17, 1.90, 1.57)  0.37
H (-2.31, -6.76, 5.52)  0.34
C (-0.94, 2.98, -0.92)  1.01
O (0.17, -1.76, -5.14)  -0.46
C (-0.61, -5.28, 6.24)  0.82
H (1.12, -2.78, 0.74)  0.29
C (-0.40, 1.46, -3.27)  0.13
C (-5.84, -2.02, 1.39)  1.05
C (5.60, 1.23, 4.00)  0.27
C (-7.07, -2.76, 1.77)  0.22
H (-1.42, 4.21, 1.07)  0.25
O (8.87, 0.33, 5.06)  -0.61
H (-3.78, -2.24, 0.71)  0.71
C (0.55, 3.59, -7.00)  -0.31
O (2.14, -5.95, -6.09)  -0.57
H (-0.66, 2.48, 2.16)  -0.07
C (-1.00, 4.30, -4.61)  0.24
H (1.50, 5.45, -8.34)  0.28
H (2.24, -0.06, 0.67)  -0.05
O (-5.99, -6.09, 1.14)  -0.62
C (0.54, -1.73, 0.73)  0.50
C (7.05, -1.12, 4.73)  0.42
H (-2.70, 1.02, 0.66)  -0.16
O (2.75, -4.90, -8.55)  -0.61
H (-2.08, 4.70, -2.80)  0.38
O (-3.63, -4.87, 0.48)  -0.56
H (0.38, -1.38, 1.84)  -0.22
C (-0.70, 5.90, -5.01)  -0.50
O (-5.83, -0.79, 1.46)  -0.70
C (-5.97, -4.87, 1.24)  0.79
C (-1.62, 4.26, -0.08)  -0.81
H (5.27, -2.23, 4.40)  0.42
H (0.87, -4.22, -4.57)  0.47
H (-3.36, 5.08, 1.72)  0.27

The calculation puts the molecular weight at 977.9 g mol⁻¹. As for the electronic energy: -3833.61980 Eh. The frontier orbital gap is 5.9 eV. As for the SMILES: CCCOCc1c(CC(=O)OC(C)=O)c(CCF)cc2c1Nc1ccccc1S2.O=C1C=C(O)C(=O)C=C1O.O=C1C=C(O)C(=O)C=C1O.O=C1C=C(O)C(=O)C=C1O.O=C1C=C(O)C(=O)C=C1O. Its total charge is 0. Its multiplicity is 1.

Number 1: strongest force on any atom 0.50 eV Å⁻¹. Number 2: strongest force on any atom 1.02 eV Å⁻¹. Number 3: strongest force on any atom 5.47 eV Å⁻¹. Number 4: strongest force on any atom 9.64 eV Å⁻¹.